The following is a quantum chemistry calculation of a 11-piece molecular cluster, C44H106N16O12 overall at a distorted geometry, from the OMol25 dataset.

Last column: Löwdin charge in e.
Geometry (Å):
1 C 16.698 -35.435 -21.821  -0.03
2 C 15.728 -35.700 -23.040  -0.45
3 C 15.902 -37.094 -23.594  -0.05
4 C 14.263 -35.741 -22.408  -0.11
5 C 13.160 -35.604 -23.540  -0.18
6 C 13.403 -34.335 -24.290  -0.16
7 C 14.778 -34.355 -25.057  -0.46
8 C 14.810 -35.235 -26.296  -0.02
9 C 14.881 -32.856 -25.443  -0.06
10 N 15.862 -34.552 -24.022  -0.09
11 O 17.114 -34.580 -24.632  -0.03
12 H 16.593 -34.440 -21.389  0.07
13 H 16.698 -36.196 -21.041  0.08
14 H 17.729 -35.295 -22.146  0.05
15 H 16.063 -37.849 -22.824  0.08
16 H 14.947 -37.406 -24.017  0.07
17 H 16.717 -37.213 -24.308  0.08
18 H 14.106 -36.727 -21.971  0.10
19 H 14.171 -35.197 -21.468  0.11
20 H 13.008 -36.345 -24.326  0.11
21 H 12.238 -35.514 -22.967  0.10
22 H 13.321 -33.501 -23.594  0.12
23 H 12.683 -34.192 -25.095  0.12
24 H 15.781 -35.071 -26.762  0.09
25 H 13.989 -34.851 -26.902  0.09
26 H 14.632 -36.300 -26.148  0.07
27 H 14.211 -32.558 -26.249  0.08
28 H 15.865 -32.609 -25.844  0.06
29 H 14.764 -32.098 -24.669  0.07
30 H 17.611 -34.078 -23.982  0.04
31 C 7.496 -31.114 -30.343  -0.02
32 C 7.308 -29.694 -29.658  -0.49
33 C 6.052 -29.100 -30.201  -0.05
34 C 7.132 -30.004 -28.184  -0.16
35 C 7.370 -28.904 -27.195  -0.17
36 C 8.688 -28.112 -27.440  -0.10
37 C 8.928 -27.771 -28.956  -0.44
38 C 8.171 -26.432 -29.309  -0.02
39 C 10.451 -27.549 -29.122  -0.03
40 N 8.588 -28.915 -29.838  -0.12
41 O 8.876 -28.612 -31.150  -0.01
42 H 6.591 -31.553 -30.763  0.08
43 H 8.128 -31.052 -31.229  0.07
44 H 7.955 -31.898 -29.741  0.08
45 H 5.154 -29.717 -30.157  0.09
46 H 5.858 -28.193 -29.629  0.06
47 H 6.242 -28.664 -31.181  0.09
48 H 6.133 -30.431 -28.098  0.13
49 H 7.852 -30.814 -28.071  0.11
50 H 6.567 -28.173 -27.286  0.10
51 H 7.234 -29.434 -26.252  0.09
52 H 9.519 -28.740 -27.120  0.11
53 H 8.510 -27.280 -26.759  0.11
54 H 8.506 -25.630 -28.651  0.05
55 H 7.103 -26.626 -29.207  0.06
56 H 8.352 -26.080 -30.324  0.08
57 H 10.612 -26.741 -29.836  0.07
58 H 10.946 -28.473 -29.421  0.08
59 H 10.903 -27.135 -28.220  0.06
60 H 9.616 -29.210 -31.274  0.10
61 C 18.098 -28.994 -23.638  -0.01
62 C 18.523 -30.152 -24.654  -0.41
63 C 17.319 -30.225 -25.667  -0.04
64 C 19.707 -29.645 -25.533  -0.13
65 C 21.123 -30.033 -25.043  -0.19
66 C 21.119 -31.497 -24.786  -0.17
67 C 20.152 -31.932 -23.645  -0.40
68 C 20.254 -33.497 -23.509  -0.01
69 C 20.578 -31.134 -22.331  -0.03
70 N 18.765 -31.471 -24.034  -0.13
71 O 17.668 -31.960 -23.395  0.00
72 H 17.018 -28.931 -23.499  0.04
73 H 18.607 -29.142 -22.686  0.07
74 H 18.378 -28.027 -24.056  0.08
75 H 17.401 -30.939 -26.486  0.09
76 H 16.373 -30.326 -25.136  0.05
77 H 17.279 -29.281 -26.211  0.05
78 H 19.680 -29.991 -26.566  0.12
79 H 19.775 -28.557 -25.515  0.09
80 H 21.796 -29.741 -25.849  0.11
81 H 21.470 -29.587 -24.111  0.10
82 H 22.101 -31.919 -24.571  0.12
83 H 20.808 -31.952 -25.726  0.12
84 H 19.500 -33.997 -22.901  0.06
85 H 21.172 -33.651 -22.943  0.07
86 H 20.566 -33.976 -24.437  0.09
87 H 19.934 -31.447 -21.509  0.07
88 H 20.361 -30.068 -22.396  0.05
89 H 21.576 -31.348 -21.948  0.08
90 H 17.400 -31.210 -22.859  0.09
91 C 13.966 -29.423 -22.964  -0.02
92 C 13.857 -28.813 -21.551  -0.43
93 C 13.468 -29.975 -20.529  -0.02
94 C 15.305 -28.242 -21.130  -0.11
95 C 15.665 -26.817 -21.620  -0.17
96 C 14.448 -25.855 -21.338  -0.13
97 C 13.065 -26.366 -21.833  -0.46
98 C 12.065 -25.455 -21.015  -0.03
99 C 12.873 -26.051 -23.353  -0.03
100 N 12.850 -27.766 -21.424  -0.14
101 O 11.565 -28.133 -21.722  0.00
102 H 13.094 -29.993 -23.286  0.09
103 H 13.891 -28.585 -23.657  0.05
104 H 14.947 -29.866 -23.134  0.06
105 H 12.539 -30.478 -20.796  0.07
106 H 14.207 -30.774 -20.464  0.08
107 H 13.282 -29.509 -19.561  0.08
108 H 15.372 -28.078 -20.055  0.11
109 H 16.165 -28.887 -21.312  0.09
110 H 16.663 -26.523 -21.294  0.11
111 H 15.747 -26.855 -22.706  0.08
112 H 14.561 -24.787 -21.526  0.11
113 H 14.450 -25.802 -20.250  0.11
114 H 12.410 -24.423 -21.086  0.08
115 H 12.045 -25.816 -19.987  0.09
116 H 11.064 -25.532 -21.439  0.07
117 H 11.872 -26.271 -23.722  0.06
118 H 13.625 -26.568 -23.950  0.06
119 H 12.942 -25.002 -23.642  0.08
120 H 11.580 -28.193 -22.680  0.06
121 N 14.506 -29.901 -29.717  0.17
122 C 14.806 -30.567 -30.805  -0.80
123 N 14.410 -29.885 -31.758  0.17
124 O 15.473 -31.609 -30.912  0.00
125 H 14.302 -28.917 -29.818  0.08
126 H 14.924 -30.185 -28.843  0.10
127 H 14.595 -30.198 -32.701  0.14
128 H 14.077 -28.946 -31.592  0.07
129 N 18.364 -27.041 -27.231  0.16
130 C 19.514 -26.358 -26.989  -0.83
131 N 20.385 -26.742 -27.832  0.17
132 O 19.763 -25.550 -26.169  0.07
133 H 17.565 -26.678 -26.730  0.07
134 H 18.305 -27.785 -27.912  0.10
135 H 20.006 -27.337 -28.555  0.11
136 H 21.335 -26.433 -27.683  0.13
137 N 14.990 -23.870 -25.706  0.20
138 C 15.942 -24.660 -25.323  -0.82
139 N 16.841 -24.012 -24.680  0.21
140 O 15.992 -25.790 -25.636  0.06
141 H 15.003 -22.902 -25.418  0.12
142 H 14.250 -24.266 -26.268  0.10
143 H 17.682 -24.536 -24.484  0.13
144 H 16.698 -23.045 -24.428  0.12
145 N 15.099 -25.095 -31.837  0.17
146 C 14.630 -25.927 -31.002  -0.80
147 N 14.489 -25.256 -29.896  0.17
148 O 14.395 -27.082 -31.151  0.07
149 H 15.277 -25.329 -32.804  0.13
150 H 15.395 -24.200 -31.475  0.12
151 H 14.167 -25.788 -29.101  0.08
152 H 14.550 -24.250 -29.969  0.11
153 N 11.628 -24.320 -27.747  0.17
154 C 10.677 -24.538 -26.872  -0.76
155 N 9.623 -23.771 -27.158  0.16
156 O 10.913 -25.042 -25.792  0.04
157 H 11.310 -24.160 -28.693  0.11
158 H 12.411 -24.900 -27.483  0.08
159 H 9.598 -23.166 -27.966  0.11
160 H 8.796 -23.813 -26.580  0.12
161 N 7.423 -29.781 -22.983  0.15
162 C 8.391 -30.060 -23.867  -0.76
163 N 9.328 -29.154 -23.822  0.17
164 O 8.530 -31.100 -24.502  0.02
165 H 6.583 -30.338 -23.051  0.11
166 H 7.440 -28.972 -22.380  0.10
167 H 10.025 -29.239 -24.548  0.10
168 H 9.163 -28.256 -23.390  0.11
169 O 13.974 -26.777 -27.308  -0.11
170 C 14.273 -28.180 -26.929  -0.18
171 C 13.003 -29.016 -26.885  -0.22
172 O 12.183 -28.500 -25.864  -0.07
173 H 14.671 -26.286 -26.866  0.02
174 H 15.069 -28.631 -27.521  0.10
175 H 14.660 -28.084 -25.914  0.10
176 H 13.193 -30.048 -26.590  0.13
177 H 12.569 -28.894 -27.878  0.09
178 H 12.490 -27.591 -25.828  0.04

Properties
SMILES string: CC1(C)CCCC(C)(C)N1O.CC1(C)CCCC(C)(C)N1O.CC1(C)CCCC(C)(C)N1O.CC1(C)CCCC(C)(C)N1O.NC(N)=O.NC(N)=O.NC(N)=O.NC(N)=O.NC(N)=O.NC(N)=O.OCCO

The following is a quantum chemistry calculation of C3H4FN3S as an isolated structure at a distorted geometry, from the OMol25 dataset.

Last column: Löwdin charge in e.
Geometry (Å):
1 C -0.407 1.247 -0.931  -0.17
2 C -0.128 0.063 -0.287  -0.29
3 C 0.105 -1.308 -0.905  -0.17
4 H -0.550 0.037 3.183  -0.03
5 H -1.231 1.317 -1.979  0.21
6 H -0.843 -2.276 -0.909  0.19
7 H 0.500 -1.112 -2.122  0.18
8 N 0.330 0.450 1.017  -0.57
9 N 0.462 1.756 1.061  0.00
10 N -0.126 2.196 -0.061  -0.02
11 F 1.335 -1.829 -0.403  -0.14
12 S 0.553 -0.541 2.335  0.80

The following is a quantum chemistry calculation of a 2-piece molecular cluster, C5H13N2O2 overall at a distorted geometry, from the OMol25 dataset.

Last column: Löwdin spin population.
Geometry (Å):
1 C -2.380 -0.154 -0.058  0.53
2 C 0.210 -1.462 -0.554  0.01
3 C 1.892 0.242 0.063  0.03
4 C 0.573 -0.012 -0.595  0.05
5 C -0.518 0.759 0.124  0.39
6 N -2.834 -0.012 -1.286  0.22
7 N -0.478 0.445 1.732  0.02
8 O -2.675 -0.645 1.004  0.53
9 O -0.806 2.006 -0.132  0.14
10 H -0.694 -1.532 -1.174  0.00
11 H 0.788 -2.193 -0.968  0.00
12 H 0.083 -1.748 0.523  0.00
13 H 2.160 -0.459 0.764  0.00
14 H 2.656 0.151 -0.655  0.00
15 H 1.802 1.107 0.649  0.00
16 H 0.550 0.393 -1.673  0.00
17 H -2.447 0.680 -1.931  0.01
18 H -3.828 -0.107 -1.409  0.02
19 H -1.109 -0.281 1.946  0.00
20 H 0.408 0.317 2.244  0.00
21 H -0.888 1.292 2.103  0.00
22 H -0.348 2.673 0.407  0.02

Properties
Charge: +1
Spin multiplicity: 3

The following is a quantum chemistry calculation of C45H54BrCsF6N6O3PSi as an isolated structure at a distorted geometry, from the OMol25 dataset.

Last column: Löwdin charge in e.
Geometry (Å):
1 Cs 13.523 12.156 15.182  0.84
2 O 10.815 13.243 20.933  -0.06
3 C 11.258 14.459 20.970  -0.38
4 C 11.170 15.291 22.073  -0.05
5 C 12.085 16.362 22.257  -0.12
6 C 12.980 16.756 21.267  -0.14
7 C 12.956 16.026 20.112  -0.07
8 C 12.115 14.938 19.897  -0.08
9 C 11.939 14.348 18.470  -0.48
10 O 12.857 14.580 17.512  -0.26
11 N 11.831 12.814 18.753  -0.04
12 N 11.254 12.139 17.625  0.03
13 C 10.292 11.316 18.004  -0.18
14 C 9.602 10.541 17.070  -0.57
15 Br 10.187 10.585 15.212  0.69
16 C 8.631 9.553 17.235  -0.11
17 C 7.689 9.518 18.297  -0.24
18 C 7.297 10.589 19.048  -0.05
19 C 6.207 10.549 19.839  -0.08
20 C 5.498 9.361 20.021  -0.08
21 C 5.909 8.251 19.314  -0.09
22 C 6.963 8.313 18.450  -0.03
23 H 11.233 12.820 19.867  0.05
24 H 10.428 15.197 22.887  0.10
25 H 12.058 16.955 23.189  0.09
26 H 13.482 17.668 21.333  0.07
27 H 13.711 16.287 19.344  0.12
28 H 10.873 14.481 18.065  0.14
29 H 12.809 12.493 18.916  0.16
30 H 9.986 11.150 19.054  0.14
31 H 8.447 8.883 16.347  0.11
32 H 7.791 11.563 18.945  0.13
33 H 5.945 11.391 20.494  0.12
34 H 4.611 9.374 20.625  0.10
35 H 5.325 7.398 19.497  0.09
36 H 7.246 7.532 17.769  0.11
37 C 14.982 15.439 14.597  -0.25
38 Si 15.208 16.843 13.522  0.48
39 C 13.618 17.693 12.880  -0.26
40 N 12.570 17.569 13.789  -0.24
41 C 12.031 18.705 14.498  -0.21
42 C 11.703 18.369 15.962  -0.17
43 C 10.644 17.243 16.052  -0.20
44 C 10.580 16.386 14.798  -0.17
45 C 11.952 16.283 14.046  -0.19
46 C 16.213 18.295 14.161  -0.24
47 C 16.695 19.233 13.215  -0.11
48 C 17.620 20.234 13.594  -0.10
49 C 18.119 20.279 14.936  -0.12
50 C 17.663 19.334 15.870  -0.12
51 C 16.687 18.361 15.507  -0.08
52 C 15.865 16.069 11.972  -0.23
53 C 15.018 15.442 11.051  -0.11
54 C 15.513 14.856 9.863  -0.11
55 C 16.902 14.851 9.662  -0.11
56 C 17.783 15.239 10.730  -0.12
57 C 17.284 15.802 11.863  -0.10
58 H 14.478 15.614 15.519  -0.08
59 H 15.671 14.552 14.538  -0.05
60 H 13.465 17.138 11.943  0.05
61 H 13.806 18.758 12.620  0.08
62 H 11.163 19.013 13.932  0.10
63 H 12.851 19.473 14.481  0.13
64 H 11.269 19.300 16.298  0.08
65 H 12.699 18.143 16.505  0.14
66 H 9.629 17.721 16.218  0.11
67 H 10.945 16.687 16.954  0.09
68 H 9.851 16.845 14.098  0.10
69 H 10.219 15.389 14.993  0.09
70 H 11.911 15.678 13.156  0.09
71 H 12.626 15.619 14.696  0.08
72 H 16.472 19.104 12.158  0.09
73 H 17.983 20.863 12.803  0.07
74 H 18.761 21.067 15.331  0.08
75 H 17.984 19.294 16.915  0.08
76 H 16.197 17.631 16.151  0.08
77 H 13.923 15.321 11.256  0.10
78 H 14.816 14.431 9.139  0.09
79 H 17.251 14.390 8.727  0.08
80 H 18.860 15.278 10.633  0.08
81 H 17.875 15.996 12.743  0.10
82 C 21.403 9.788 20.730  -0.14
83 N 21.298 9.894 19.217  -0.10
84 C 21.248 8.509 18.619  -0.10
85 N 20.202 7.740 19.271  -0.17
86 C 20.359 7.636 20.713  -0.14
87 N 20.382 8.972 21.361  -0.16
88 C 19.125 9.731 21.382  -0.32
89 P 18.537 9.911 19.619  1.06
90 C 20.036 10.659 18.821  -0.25
91 C 18.915 8.177 18.965  -0.34
92 H 21.486 10.806 21.112  0.14
93 H 22.425 9.339 20.994  0.16
94 H 22.074 10.464 18.771  0.21
95 H 22.294 8.117 18.658  0.16
96 H 20.912 8.632 17.588  0.14
97 H 21.337 7.212 20.989  0.14
98 H 19.595 7.067 21.163  0.12
99 H 19.305 10.758 21.765  0.10
100 H 18.313 9.214 21.930  0.10
101 H 20.206 11.669 19.180  0.10
102 H 19.975 10.670 17.745  0.09
103 H 18.748 8.286 17.828  0.12
104 H 18.221 7.442 19.300  0.09
105 C 17.599 10.580 12.609  -0.01
106 C 16.755 10.154 13.858  -0.52
107 O 16.128 11.224 14.416  -0.36
108 C 17.876 9.686 14.868  -0.49
109 F 17.307 9.544 16.100  0.09
110 F 18.856 10.649 14.914  0.09
111 F 18.444 8.451 14.596  0.08
112 C 15.650 9.057 13.659  -0.53
113 F 14.697 9.672 12.919  0.09
114 F 14.981 8.614 14.721  0.14
115 F 16.056 7.966 12.929  0.10
116 H 18.208 11.456 12.885  0.09
117 H 16.946 10.854 11.782  0.08
118 H 18.300 9.848 12.127  0.09

Properties
Charge: -1

| no. | DFT total energy (a.u.) |
| --- | --- |
| 1 | -3518.88446 |
| 2 | -778.85507 |
| 3 | -457.80421 |
| 4 | -6125.28896 |